Entry from the Open Molecules 2025 dataset: a 9-piece molecular cluster, C18H57N15O9 overall in a non-equilibrium geometry (the ωB97M-V functional and the def2-TZVPD basis).

Summary:
- SMILES: COC[C@H](C)N.COC[C@H](C)N.COC[C@H](C)N.NC(N)=O.NC(N)=O.NC(N)=O.NC(N)=O.NC(N)=O.NC(N)=O
- HOMO: -9.07 eV
- Gap between HOMO and LUMO: 9.3 eV
- LUMO level: 0.2 eV
- Maximum force: 2.30 eV/A
- Spin multiplicity: 1
- Relative energy (zero: lowest compared OMol25 entry of this formula, charge and spin): 2.171 eV

Each line ends with the Löwdin charge.
Cartesian coordinates (Å):
H: 4.283 4.631 1.575  0.0913
C: 4.421 3.264 0.031  -0.6304
C: 5.033 -0.691 -0.166  -0.4261
H: -2.415 2.852 2.988  0.0848
H: 1.419 1.593 0.556  0.0589
H: 3.067 -1.144 -0.874  0.1251
H: -5.969 2.054 1.311  0.0720
N: -7.240 -0.362 -1.608  0.1543
H: 2.182 -0.709 -2.849  0.0883
C: 3.904 -0.505 -1.185  -0.2462
H: 5.385 0.044 1.731  0.0766
H: 5.485 -3.441 5.259  0.0847
H: -1.964 -1.891 1.820  0.0761
N: -2.199 -2.875 -0.374  0.1517
N: 1.292 4.155 3.196  0.1626
O: 4.207 -0.688 -2.545  -0.1792
O: 3.434 2.621 0.379  0.0036
C: 2.956 -3.097 4.288  -0.1935
H: -0.638 1.923 -0.133  0.0643
N: 0.185 3.588 1.298  0.1387
H: 5.760 0.097 -0.413  0.1193
H: 0.467 -3.285 5.494  0.0712
H: -4.559 0.837 -0.273  0.0543
C: -5.214 -0.644 -4.521  -0.1341
H: -8.225 -0.300 -1.427  0.0990
N: -3.391 3.024 2.877  0.1563
C: 1.354 -2.990 2.399  -0.0829
N: -5.163 0.257 -0.847  0.1901
C: 1.527 -3.397 3.848  -0.4314
N: 5.330 2.931 -0.919  0.1708
C: 5.701 -2.047 -0.105  -0.0576
C: -3.248 -2.752 0.499  -0.6961
H: 1.425 -4.488 3.912  0.1375
O: -4.297 -3.389 0.421  -0.0064
N: 4.745 4.419 0.714  0.1595
C: 1.136 4.403 1.873  -0.6818
H: -3.735 -2.122 2.193  0.1061
N: 0.419 -2.784 4.609  0.0367
H: 5.150 -5.093 4.656  0.0840
H: 4.819 -4.677 6.352  0.0893
N: -5.495 2.660 1.980  0.1813
H: -0.429 -3.087 4.143  0.0583
O: 3.435 -3.983 5.296  -0.2039
C: 0.152 0.039 0.061  -0.6426
H: -3.843 3.643 3.528  0.0965
H: 1.992 -0.053 0.803  0.0696
C: -2.159 -0.539 -5.936  -0.0580
H: 5.165 -2.721 0.558  0.0718
O: 1.632 5.351 1.280  0.0259
O: -4.145 -0.631 -3.610  -0.2124
H: 5.256 2.064 -1.427  0.0897
H: 3.222 -0.750 -4.340  0.0866
H: -2.155 2.302 -6.227  0.0708
H: 6.760 -2.006 0.158  0.0736
H: 3.106 -2.063 4.622  0.1293
H: -2.228 0.138 -3.308  0.1259
O: -0.047 -1.183 0.057  -0.0161
C: -3.173 0.415 -3.773  -0.1715
H: 3.144 0.747 -3.519  0.0883
H: 5.751 -2.418 -1.135  0.0768
H: -0.096 2.747 1.766  0.0764
H: 5.800 3.664 -1.420  0.1024
C: -2.857 0.669 -5.266  -0.4344
H: -6.888 -1.233 -1.957  0.0876
H: -1.414 -2.233 -0.255  0.0278
H: 0.368 -3.200 1.978  0.0656
N: -1.952 1.835 -5.351  0.0314
H: 1.621 -1.938 2.279  0.0661
H: 3.655 -3.168 3.447  0.1123
H: -2.134 -0.267 -6.998  0.0727
H: -2.338 -3.337 -1.254  0.0967
H: 5.329 5.050 0.199  0.0926
H: -4.978 -1.109 -5.479  0.0831
O: -7.007 1.425 -0.237  -0.0164
O: -3.634 1.678 1.098  -0.0297
H: -2.255 2.449 -4.600  0.0613
H: 0.793 3.432 3.673  0.0946
H: -6.031 -1.237 -4.105  0.0737
H: 3.979 0.454 1.076  0.0239
C: -6.473 0.554 -0.933  -0.6465
H: -2.701 -1.486 -5.973  0.0686
H: -1.125 -0.753 -5.671  0.0746
H: -3.670 1.278 -3.317  0.1210
H: -5.715 0.316 -4.687  0.0982
N: -2.938 -1.970 1.585  0.1499
H: -1.676 0.542 -0.552  0.0948
N: -0.803 0.944 -0.257  0.1877
C: 4.808 -4.298 5.324  -0.1215
H: 1.905 4.779 3.691  0.1073
N: 4.603 -0.344 1.218  0.0480
H: -5.872 3.278 2.669  0.0992
C: 3.075 -0.331 -3.345  -0.0752
H: -0.279 4.024 0.520  0.1139
N: 1.266 0.599 0.559  0.1875
C: -4.157 2.448 1.924  -0.6478
H: -3.780 0.899 -5.798  0.1168
H: 1.975 -3.483 1.644  0.0829
H: -4.772 -0.456 -1.441  0.0826
H: 3.601 0.534 -1.003  0.0886

Entry from the Open Molecules 2025 dataset: C18H57N4O10 as an isolated structure in a non-equilibrium geometry (the ωB97M-V functional and the def2-TZVPD basis).

Summary:
- Charge: +1
- HOMO: -8.54 eV
- Gap between HOMO and LUMO: 6.0 eV
- LUMO level: -2.5 eV
- Maximum force: 18.78 eV/A
- Spin multiplicity: 1

Each line ends with the Löwdin charge.
Cartesian coordinates (Å):
H: 8.525 22.157 -11.629  0.1550
H: 6.070 20.715 -11.135  0.1100
H: 3.988 24.895 -13.803  0.1376
C: 1.525 24.653 -15.253  -0.0294
C: 2.608 23.607 -14.798  -0.3532
H: 7.580 20.054 -10.966  0.0559
H: 6.562 24.829 -15.520  0.0148
H: 6.913 20.708 -8.774  0.1274
N: 2.185 23.121 -13.473  0.0261
C: 7.385 24.398 -12.770  -0.2787
C: 3.872 21.710 -12.222  -0.1232
H: 5.463 24.591 -13.183  0.1153
C: 4.316 20.664 -13.216  -0.1404
O: 7.956 19.268 -12.001  -0.0811
H: 4.682 23.366 -14.353  0.0891
H: 6.661 24.560 -10.799  0.0993
O: 8.505 20.718 -14.230  -0.1020
C: 7.188 21.497 -9.474  -0.1612
H: 3.522 18.376 -17.724  0.0926
O: 8.609 25.142 -10.760  -0.1605
N: 6.166 21.047 -15.213  -0.0046
O: 7.659 21.900 -11.953  -0.0151
C: 4.025 24.189 -14.633  -0.2266
H: 5.342 20.121 -17.648  0.1349
H: 9.448 20.539 -14.227  0.1424
H: 4.357 21.562 -11.257  0.1326
H: 5.999 22.747 -18.055  0.1034
H: 7.766 24.960 -8.829  0.0714
H: 2.812 21.788 -11.980  0.1360
H: 5.936 25.584 -16.874  0.1075
C: 7.796 25.206 -13.989  -0.0297
H: 4.480 23.450 -11.783  0.1334
C: 7.092 21.027 -10.915  -0.1462
H: 6.298 22.956 -13.493  -0.2435
C: 2.936 19.078 -17.131  -0.0752
O: 4.208 23.056 -12.615  -0.2001
O: 5.625 20.308 -12.871  -0.1263
H: 6.811 26.039 -11.528  0.1387
H: 7.336 22.065 -17.156  0.0915
C: 8.492 25.561 -9.376  -0.0693
H: 8.238 19.050 -15.300  0.1543
H: 6.734 19.636 -14.488  0.0966
H: 2.652 22.743 -15.460  0.1299
H: 1.996 23.898 -12.855  0.0884
H: 6.453 23.534 -16.541  0.0423
H: 8.854 25.445 -13.883  0.1065
H: 7.727 24.549 -14.856  0.0390
O: 8.387 22.502 -15.067  0.0437
H: 8.841 23.191 -15.552  0.1210
C: 4.610 20.714 -17.100  -0.1983
C: 5.401 21.706 -16.275  -0.3017
H: 4.661 22.369 -15.826  0.1092
H: 5.465 19.580 -12.266  0.1330
H: 9.184 18.347 -13.201  0.1280
H: 5.577 20.437 -14.665  0.0793
H: 9.485 25.391 -8.962  0.0890
H: 7.529 17.735 -13.274  0.1384
H: 5.665 26.474 -15.448  0.1080
H: 7.215 21.656 -12.963  -0.1004
C: 8.134 18.640 -13.212  -0.1785
H: 8.364 26.635 -9.247  0.0904
H: 3.641 19.813 -13.311  0.1608
H: 7.291 26.122 -14.297  0.0827
C: 6.377 22.572 -17.047  0.0055
H: 7.522 22.451 -14.390  -0.1467
H: 1.901 24.871 -16.252  0.0681
H: 8.142 23.618 -12.692  0.1333
H: 8.230 21.655 -9.196  0.1207
H: 6.476 22.933 -8.232  0.0831
H: 6.670 20.321 -15.702  0.1102
H: 0.481 24.348 -15.325  0.0781
C: 7.815 19.520 -14.411  -0.1758
N: 6.805 22.124 -13.758  0.0812
H: 6.189 21.549 -14.314  -0.1807
H: 9.089 21.992 -14.662  0.0832
H: 3.949 21.231 -17.796  0.1358
H: 1.637 25.520 -14.603  0.0784
H: 8.112 20.207 -12.127  0.0544
O: 4.448 24.817 -15.823  -0.1378
O: 6.414 22.701 -9.161  -0.0825
H: 5.844 23.412 -12.152  0.1118
O: 3.756 19.926 -16.313  -0.1869
H: 4.250 21.124 -14.202  0.1111
N: 6.068 23.791 -13.062  0.0590
H: 2.311 18.418 -16.530  0.0872
C: 5.715 25.449 -15.815  -0.1234
H: 3.069 22.744 -13.161  -0.0873
H: 2.203 19.666 -17.683  0.0943
C: 7.354 25.097 -11.447  -0.1839

Entry from the Open Molecules 2025 dataset: C18H60O27P6 as an isolated structure in a non-equilibrium geometry (the ωB97M-V functional and the def2-TZVPD basis).

Summary:
- HOMO: -10.02 eV
- Gap between HOMO and LUMO: 10.5 eV
- LUMO level: 0.5 eV
- Maximum force: 4.11 eV/A
- Spin multiplicity: 1

Each line ends with the Löwdin charge.
Cartesian coordinates (Å):
C: -8.445 0.491 -1.499  -0.0774
H: 1.143 -1.459 5.279  0.1057
H: -0.274 -4.754 0.687  0.0493
H: 4.834 -1.150 3.749  0.0190
H: -0.956 -7.346 -4.870  0.1052
H: 2.031 2.848 -0.245  -0.0248
H: -2.415 0.543 2.222  0.1030
P: 5.006 -1.396 -1.616  0.2748
O: -0.609 4.920 -0.639  -0.2143
C: 2.827 3.189 3.494  -0.0801
P: -6.245 -0.817 -1.474  0.3654
H: -2.927 6.943 1.505  0.0636
C: -4.876 1.264 -0.384  -0.1019
O: -0.046 -0.621 1.481  -0.2198
H: -2.148 2.238 2.863  0.1044
H: 7.193 -1.899 -2.997  0.0942
H: -2.384 5.879 2.757  0.1000
C: 4.705 0.343 6.447  -0.0947
C: 1.334 -1.165 4.236  -0.0357
H: 1.322 -1.849 0.341  0.1151
O: 2.455 3.680 -0.479  -0.0784
H: -2.183 0.703 -2.351  0.1011
H: 0.586 -2.474 1.742  0.0534
H: -7.940 1.229 -2.066  0.0795
H: -0.413 5.929 -2.416  0.1151
H: -4.614 6.460 -0.818  0.0631
P: 2.929 0.868 4.559  0.3504
O: 5.042 -2.142 3.831  -0.1123
C: 0.051 4.993 -1.945  -0.0388
O: -1.362 0.253 -0.448  -0.1981
O: -5.054 0.327 -1.430  -0.2248
O: -2.498 4.992 1.033  -0.2150
H: -5.570 2.056 -0.515  0.0760
O: 1.533 0.264 4.277  -0.1845
H: -2.457 -6.357 -4.782  0.1022
H: -4.231 -3.182 -0.104  0.1132
O: 1.075 1.124 -0.014  -0.2031
H: -0.532 -2.157 0.243  0.0962
H: -8.982 0.977 -0.741  0.0758
H: 4.420 -0.216 1.238  0.0942
H: 2.294 -0.799 -2.436  0.0836
H: 2.763 2.577 2.510  0.1145
H: 3.351 -0.533 -3.860  0.1150
H: 2.187 -1.629 3.718  0.0827
C: -2.146 1.586 1.995  -0.0988
H: -9.015 -0.234 -2.107  0.1098
C: 2.905 -1.335 -3.191  -0.0415
H: -4.959 0.814 0.583  0.0885
O: -1.314 -3.945 -1.915  -0.2150
H: -5.123 -3.285 -1.768  0.0546
O: 3.181 -3.021 1.887  -0.0555
O: -5.699 -1.846 -0.361  -0.2553
P: -2.149 4.707 -0.483  0.3394
O: -2.715 5.937 -1.292  -0.1836
H: 3.797 3.602 3.628  0.0806
C: -1.270 -2.834 -2.810  -0.0973
H: -0.707 -5.620 -5.037  0.0809
H: 7.557 -0.189 -3.471  0.0737
H: -4.372 6.148 -2.454  0.0863
P: -0.404 -5.195 -2.308  0.3026
O: -0.287 -6.018 -0.927  -0.1901
O: -1.272 -6.151 -3.086  -0.1917
O: 4.001 0.372 3.692  -0.2416
H: 2.862 3.418 -1.341  0.0659
C: 4.568 0.432 0.319  -0.0657
H: 3.873 1.259 0.340  0.0629
O: 3.948 -2.047 -2.489  -0.1822
O: 3.292 0.569 6.118  -0.2130
C: -1.365 -6.337 -4.540  -0.0352
H: 0.272 -6.294 1.021  0.0989
H: -2.309 -2.512 -3.038  0.0990
C: -2.189 6.226 1.730  -0.0489
H: 2.131 3.988 3.343  0.0808
O: -2.678 3.428 -0.983  -0.2284
H: -1.077 1.818 -1.577  0.0491
H: 1.051 5.159 -1.715  0.0386
C: 0.326 -1.874 0.907  -0.0787
P: -0.168 0.638 0.572  0.4008
H: -0.743 -1.942 -2.447  0.0705
O: 5.870 -2.267 -0.798  -0.2305
H: 5.583 0.773 0.238  0.0884
H: -0.866 -3.152 -3.775  0.0780
H: -3.912 1.697 -0.562  0.0339
H: 0.426 -1.308 3.707  0.0589
H: 1.274 -5.047 0.095  0.1058
O: -7.508 -0.268 -0.762  -0.2090
H: 5.338 0.529 5.546  0.0789
O: 2.542 2.363 4.603  -0.1765
H: 6.354 -0.998 -4.355  0.0857
O: 0.862 -4.785 -2.902  -0.2227
C: 0.276 -5.530 0.238  -0.1275
H: 3.583 -3.548 1.212  0.0259
C: 6.830 -0.945 -3.383  -0.1196
H: 3.893 -2.722 2.458  -0.0207
H: 5.943 -2.308 3.456  0.0756
O: -0.814 1.668 1.610  -0.2061
C: -4.103 5.846 -1.472  -0.1161
H: -0.099 4.049 -2.488  0.0958
H: -2.657 1.890 1.124  0.0353
C: -1.297 0.779 -1.735  -0.1339
H: 2.360 -2.104 -3.666  0.0685
O: -6.449 -1.366 -2.801  -0.2223
H: -0.445 0.419 -2.287  0.0738
H: -5.931 -3.985 -0.318  0.0927
H: -1.155 6.588 1.482  0.1127
H: -4.567 4.860 -1.333  0.0922
C: -5.213 -3.220 -0.706  -0.0377
H: 4.993 -0.727 6.740  0.1024
O: 4.295 -0.233 -0.888  -0.2199
H: 4.979 0.911 7.361  0.0854
O: 5.892 -0.423 -2.510  -0.2195